C2H4I2 | the ωB97M-V functional and the def2-TZVPD basis

```
! wB97M-V def2-TZVPD RIJCOSX def2/J DEFGRID3
* xyz 0 1
C -0.021 -0.002 0.326
C 1.343 -0.029 -0.169
I 2.266 -1.892 -0.098
I 2.483 1.679 0.076
H -0.159 -0.171 1.379
H -0.534 0.892 0.146
H -0.663 -0.762 -0.121
H 1.272 0.118 -1.401
*
```

Gap between HOMO and LUMO (Eh): 0.345
E_tot (eV): -18339.2087

Want to see where the charge sits? The Löwdin charges in e are:
1. C -0.3327
2. C -1.4819
3. I 0.7848
4. I 0.7911
5. H 0.0729
6. H 0.0476
7. H 0.0761
8. H 0.0422

C32H29F2N2S | the ωB97M-V functional and the def2-TZVPD basis

```
! wB97M-V def2-TZVPD RIJCOSX def2/J DEFGRID3
* xyz 1 1
F -4.751 -2.783 -2.894
C -3.896 -1.854 -3.386
C -3.276 -2.045 -4.608
C -2.398 -1.097 -5.096
C -2.130 0.037 -4.372
C -2.739 0.272 -3.119
C -2.408 1.473 -2.439
C -2.882 2.042 -1.228
C -2.403 3.321 -0.873
C -2.826 3.952 0.271
C -3.736 3.339 1.109
C -4.221 2.079 0.805
F -5.086 1.454 1.640
C -3.804 1.449 -0.342
C -3.635 -0.716 -2.663
H -3.490 -2.944 -5.155
H -1.926 -1.250 -6.052
H -1.451 0.775 -4.764
H -1.671 2.075 -2.947
H -1.701 3.811 -1.526
H -2.451 4.931 0.515
H -4.078 3.817 2.008
H -4.212 0.478 -0.505
H -4.154 -0.634 -1.735
C 1.498 -2.847 3.460
C 0.662 -1.687 2.912
C -0.817 -1.944 3.209
C 0.916 -1.449 1.394
C 2.413 -1.359 1.069
N 2.630 -0.903 -0.304
C 3.811 -1.185 -1.042
C 3.754 -0.659 -2.335
C 4.830 -0.787 -3.193
C 5.962 -1.455 -2.763
C 6.017 -1.995 -1.487
C 4.952 -1.866 -0.621
S 2.190 0.115 -2.625
C 1.625 -0.212 -0.975
N 0.474 0.139 -0.515
C 0.154 -0.199 0.825
C 0.213 1.018 1.729
C -0.931 1.442 2.390
C -0.888 2.504 3.267
C 0.301 3.168 3.478
C 1.438 2.784 2.797
C 1.391 1.717 1.922
H 1.265 -3.768 2.928
H 2.570 -2.669 3.364
H 1.294 -3.021 4.517
H 0.970 -0.766 3.434
H -1.153 -2.853 2.709
H -0.991 -2.071 4.280
H -1.454 -1.129 2.871
H 0.520 -2.334 0.871
H 2.913 -0.670 1.755
H 2.899 -2.331 1.188
H 4.781 -0.361 -4.181
H 6.808 -1.555 -3.423
H 6.906 -2.516 -1.169
H 4.998 -2.284 0.368
H -0.912 -0.483 0.777
H -1.866 0.946 2.197
H -1.784 2.809 3.783
H 0.339 3.986 4.178
H 2.363 3.317 2.950
H 2.265 1.432 1.362
*
```

Gap between HOMO and LUMO (Eh): 0.146
E_tot (eV): -52898.4997

Atom charges from the Löwdin analysis, given in e for atoms 1 to 8:
1. F 0.0921
2. C -0.2211
3. C 0.0586
4. C -0.0252
5. C 0.0137
6. C -0.1636
7. C 0.1577
8. C -0.1645

C2H3FI2 | the ωB97M-V functional and the def2-TZVPD basis

```
! wB97M-V def2-TZVPD RIJCOSX def2/J DEFGRID3
* xyz 0 1
C -0.641 -0.819 -0.443
C -0.300 -0.170 -1.521
F -0.843 0.985 -1.882
I 2.955 1.308 0.562
I 0.906 -1.182 -2.958
H 4.320 1.823 1.217
H -1.296 -0.299 0.321
H -0.156 -1.862 -0.208
*
```

Structure (SMILES): C=C(F)I.I
Gap between HOMO and LUMO (Eh): 0.360
E_tot (eV): -21039.9339

Want to see where the charge sits? The Löwdin charges in e are:
1. C -0.0930
2. C -0.8965
3. F -0.0125
4. I 0.3755
5. I 0.8026
6. H -0.3609
7. H 0.0923
8. H 0.0925

C10H17GaN4S | the ωB97M-V functional and the def2-TZVPD basis

```
! wB97M-V def2-TZVPD RIJCOSX def2/J DEFGRID3
* xyz 2 1
Ga 0.090 0.054 -0.038
N -1.225 1.882 1.017
N -1.741 1.447 2.223
C -1.559 0.193 2.646
N -2.108 -0.157 3.785
S -0.638 -1.013 1.809
H -0.633 2.683 1.185
H -1.983 2.168 0.413
H -2.289 2.091 2.765
H -2.653 0.480 4.350
H -1.977 -1.091 4.146
C 1.548 -2.580 0.024
N 0.847 -1.661 -0.920
C -0.334 -2.346 -1.534
C 1.771 -1.166 -1.978
C 1.506 0.274 -2.335
C 2.047 0.827 -3.490
C 1.845 2.167 -3.776
C 1.100 2.979 -2.920
C 0.552 2.438 -1.769
C 0.762 1.081 -1.487
H 1.927 -3.451 -0.510
H 0.858 -2.924 0.789
H 2.382 -2.068 0.495
H -0.011 -3.245 -2.058
H -0.819 -1.682 -2.248
H -1.047 -2.632 -0.766
H 1.677 -1.794 -2.861
H 2.791 -1.264 -1.618
H 2.627 0.208 -4.168
H 2.270 2.590 -4.682
H 0.946 4.025 -3.156
H -0.026 3.080 -1.115
*
```

Gap between HOMO and LUMO (Eh): 0.312
E_tot (eV): -79802.8728

Atom charges from the Löwdin analysis, given in e for atoms 1 to 8:
1. Ga 0.6494
2. N 0.0320
3. N -0.0227
4. C -0.6895
5. N 0.1731
6. S 0.9000
7. H 0.1286
8. H 0.1337

C45H40BBr2N8OTa | the ωB97M-V functional and the def2-TZVPD basis

```
! wB97M-V def2-TZVPD RIJCOSX def2/J DEFGRID3
* xyz 2 1
Ta -0.009 0.135 -0.163
C 3.516 0.349 4.036
C 3.077 -0.011 2.659
C 3.792 -0.682 1.675
C 2.972 -0.764 0.561
N 1.782 -0.160 0.875
N 1.871 0.288 2.167
B 0.696 1.081 2.816
N 0.351 2.300 1.919
N -0.084 2.108 0.634
C -0.312 3.318 0.087
C 0.003 4.295 1.021
C 0.419 3.618 2.164
C 0.858 4.179 3.472
C -0.866 3.432 -1.263
C -1.886 2.573 -1.666
C -2.403 2.654 -2.948
C -1.902 3.596 -3.835
C -0.888 4.459 -3.435
C -0.373 4.382 -2.152
N -0.560 0.188 2.837
N -1.279 -0.037 1.690
C -2.380 -0.718 2.058
C -2.339 -0.965 3.427
C -1.179 -0.371 3.889
C -0.667 -0.289 5.286
C -3.493 -1.094 1.173
C -4.114 -0.160 0.350
C -5.237 -0.516 -0.378
C -5.741 -1.807 -0.299
C -5.126 -2.743 0.522
C -4.011 -2.386 1.263
C 3.351 -1.270 -0.770
C 4.642 -0.967 -1.204
C 5.079 -1.366 -2.455
C 4.230 -2.074 -3.293
C 2.951 -2.397 -2.863
C 2.514 -2.006 -1.610
H 4.518 -0.033 4.211
H 3.531 1.430 4.169
H 2.849 -0.068 4.789
H 4.791 -1.070 1.765
H 1.006 1.417 3.911
H -0.099 5.358 0.903
H 0.797 5.263 3.443
H 0.226 3.819 4.283
H 1.887 3.899 3.696
H -2.314 1.876 -0.954
H -3.207 1.997 -3.251
H -2.308 3.668 -4.833
H -0.500 5.192 -4.127
H 0.429 5.040 -1.844
H -3.101 -1.444 4.014
H -1.349 -0.810 5.952
H 0.318 -0.744 5.378
H -0.591 0.747 5.616
H -3.753 0.860 0.327
H -5.732 0.219 -0.998
H -6.621 -2.077 -0.864
H -5.526 -3.745 0.598
H -3.541 -3.106 1.921
H 5.299 -0.395 -0.562
H 6.080 -1.119 -2.778
H 4.567 -2.382 -4.272
H 2.296 -2.971 -3.503
H 1.540 -2.324 -1.266
Br -3.517 -1.465 -3.477
C -2.635 -2.496 -2.188
C -2.941 -3.872 -2.084
C -2.335 -4.666 -1.156
Br -2.825 -6.477 -1.023
C -1.344 -4.133 -0.283
C -0.652 -4.836 0.717
C 0.266 -4.172 1.498
C 0.524 -2.821 1.271
N -0.096 -2.127 0.323
C -1.044 -2.771 -0.427
C -1.710 -1.936 -1.352
O -1.355 -0.631 -1.283
H -3.684 -4.287 -2.751
H -0.849 -5.889 0.869
H 0.806 -4.684 2.279
H 1.259 -2.306 1.869
C -0.290 0.016 -3.759
C 0.773 0.816 -3.088
C 1.722 1.496 -3.758
C 2.575 2.144 -2.805
C 2.140 1.847 -1.566
C 2.819 2.347 -0.325
N 0.995 0.976 -1.672
H -0.192 0.197 -4.827
H -1.294 0.300 -3.463
H -0.167 -1.061 -3.607
H 1.790 1.550 -4.830
H 3.424 2.769 -3.022
H 3.455 3.176 -0.629
H 3.476 1.602 0.130
H 2.157 2.727 0.445
*
```

Gap between HOMO and LUMO (Eh): 0.230
E_tot (eV): -203589.5858

Atom charges from the Löwdin analysis, given in e for atoms 1 to 8:
1. Ta 2.0023
2. C 0.0181
3. C -0.2273
4. C 0.0559
5. C -0.2222
6. N -0.0891
7. N 0.0517
8. B -0.4830

C4H10O4 | the ωB97M-V functional and the def2-TZVPD basis

```
! wB97M-V def2-TZVPD RIJCOSX def2/J DEFGRID3
* xyz 0 1
C -1.286 0.679 -0.244
C 0.985 -0.247 0.531
C -0.507 -0.512 0.301
C 1.802 -1.519 0.344
O -1.127 1.804 0.571
O -0.902 1.020 -1.550
O 1.485 0.721 -0.390
O -2.645 0.351 -0.306
H -1.899 2.343 0.331
H 0.041 0.763 -1.616
H 1.285 1.596 0.005
H -2.860 0.577 -1.228
H 1.147 0.137 1.546
H -0.634 -1.350 -0.398
H -0.947 -0.850 1.249
H 1.729 -1.878 -0.689
H 2.864 -1.322 0.527
H 1.470 -2.314 1.017
*
```

Structure (SMILES): C[C@@H](O)CC(O)(O)O
Gap between HOMO and LUMO (Eh): 0.414
E_tot (eV): -12500.4424

Atom charges from the Löwdin analysis, given in e for atoms 1 to 8:
1. C -0.6945
2. C -0.4172
3. C -0.0511
4. C -0.0479
5. O 0.0532
6. O 0.0370
7. O -0.0554
8. O 0.0486

Number 1: highest occupied orbital energy -0.3409 Eh, LUMO 0.004 Ha. Number 2: highest occupied orbital energy -0.3652 Eh, LUMO -0.219 Ha. Number 3: highest occupied orbital energy -0.3496 Eh, LUMO 0.010 Ha. Number 4: highest occupied orbital energy -0.5689 Eh, LUMO -0.257 Ha. Number 5: highest occupied orbital energy -0.4705 Eh, LUMO -0.240 Ha. Number 6: highest occupied orbital energy -0.3871 Eh, LUMO 0.027 Ha.